No. 1
74
Properties=species:S:1:pos:R:3:lowdin_charge:R:1 method="wB97M-V/def2-TZVPD" total_charge=-1 e_lumo_ev="1.222 / 0.843" de_lowest_kcal_mol=49.8
Pd -1.2380 1.1648 0.0580 0.9650
O 1.1284 -0.7520 3.7868 0.0472
C 1.3197 0.4145 4.4294 -0.2663
C 1.8541 0.3554 5.7182 -0.0232
C 2.0702 1.5119 6.4387 -0.0981
C 1.7567 2.7550 5.8926 -0.1050
C 1.2270 2.8144 4.6190 -0.0386
C 1.0031 1.6611 3.8658 -0.0766
C 0.4341 1.7441 2.4923 -0.4301
O 0.2866 0.6832 1.8192 -0.1504
N 0.1634 2.9642 2.0383 0.0571
N -0.5679 2.9396 0.9097 -0.0831
C -0.8912 4.1156 0.4329 -0.0666
C -1.5772 4.3809 -0.7730 -0.1666
C -1.9799 5.7268 -0.9894 -0.0608
C -2.6725 6.1092 -2.0965 -0.1085
C -3.0033 5.1396 -3.0766 -0.0907
C -2.6295 3.8433 -2.9191 -0.0179
C -1.8803 3.4046 -1.7746 -0.3762
O -1.4851 2.1920 -1.7384 -0.1382
H 0.7434 -0.5245 2.9080 0.0474
H 2.0870 -0.6196 6.1260 0.1120
H 2.4857 1.4478 7.4372 0.0965
H 1.9245 3.6615 6.4585 0.0918
H 0.9731 3.7637 4.1680 0.1029
H -0.6344 4.9684 1.0549 0.1285
H -1.7357 6.4570 -0.2261 0.1057
H -2.9794 7.1391 -2.2217 0.0904
H -3.5622 5.4351 -3.9563 0.0979
H -2.8701 3.0884 -3.6564 0.1086
F 2.2384 -8.0485 -0.9158 0.0414
C 1.8727 -6.7544 -0.7527 -0.2901
C 1.1098 -6.1515 -1.7288 -0.0145
C 0.7411 -4.8223 -1.5551 -0.1137
C 1.1280 -4.1051 -0.4253 -0.4017
C 1.8829 -4.7675 0.5459 -0.1522
C 2.2713 -6.0907 0.3894 -0.0187
Sb 0.5143 -2.0759 0.0005 1.5585
C -0.1020 -1.6172 -2.0109 -0.3825
C -1.3245 -0.9952 -2.2474 -0.1410
C -1.7028 -0.6092 -3.5278 -0.0029
C -0.8383 -0.8690 -4.5660 -0.2781
F -1.1911 -0.5018 -5.8206 0.0454
C 0.3856 -1.4798 -4.3801 -0.0102
C 0.7497 -1.8447 -3.0939 -0.1271
C 2.4741 -1.2260 -0.3548 -0.3697
C 2.5520 0.1637 -0.4604 -0.1186
C 3.7606 0.8021 -0.6951 -0.0041
C 4.8973 0.0285 -0.8133 -0.2878
F 6.0843 0.6421 -1.0384 0.0401
C 4.8688 -1.3452 -0.7114 -0.0187
C 3.6453 -1.9651 -0.4815 -0.1152
H 0.8136 -6.7164 -2.6028 0.1156
H 0.1422 -4.3432 -2.3202 0.0907
H 2.1788 -4.2439 1.4503 0.1017
H 2.8626 -6.6064 1.1342 0.1156
H -1.9894 -0.7837 -1.4207 0.0545
H -2.6388 -0.1006 -3.7129 0.1232
H 1.0369 -1.6448 -5.2283 0.1156
H 1.7206 -2.2992 -2.9304 0.1018
H 1.6576 0.7696 -0.3563 0.0780
H 3.8256 1.8784 -0.7824 0.1193
H 5.7843 -1.9128 -0.8140 0.1133
H 3.6152 -3.0462 -0.4137 0.0837
N -4.0698 -2.1370 0.7796 0.1680
C -3.6715 -0.8366 0.6681 -0.5327
O -2.4384 -0.5965 0.7813 -0.1797
C -4.6679 0.1485 0.4573 -0.2183
C -6.0180 -0.2405 0.2980 -0.2622
N -7.1120 -0.5790 0.1365 0.1088
C -4.3390 1.5223 0.4693 -0.2338
N -4.0953 2.6523 0.4703 0.1578
H -5.0172 -2.4029 0.5762 0.0866
H -3.3480 -2.8340 0.7790 0.1001

=====

No. 2
75
Properties=species:S:1:pos:R:3:lowdin_charge:R:1 method="wB97M-V/def2-TZVPD" spin_multiplicity=2 total_charge=+2 e_lumo_ev="-8.210 / -8.114" de_lowest_kcal_mol=12.5
Ir -0.2075 -0.1139 -0.7669 1.6272
C -2.9247 -1.2413 -0.2514 -0.0223
C -1.7778 -1.0354 0.7025 -0.3435
C -1.1680 -2.1896 1.2996 -0.0484
C -0.4310 -2.0754 2.4370 -0.0325
C -0.2681 -0.8134 3.0566 0.0016
C -0.8663 0.3136 2.5409 -0.0432
C -1.6166 0.2127 1.3747 -0.0630
H -3.8128 -1.5130 0.3253 0.1136
H -2.7216 -2.0599 -0.9433 0.0901
H -3.1537 -0.3380 -0.8141 0.0700
H -1.3506 -3.1597 0.8537 0.1337
H 0.0127 -2.9518 2.8911 0.1301
H 0.3127 -0.7458 3.9680 0.1317
H -0.7565 1.2691 3.0346 0.1278
H -2.1539 1.0688 0.9884 0.0958
Br -2.4075 -0.2979 -5.2977 0.8907
C -1.4906 -1.6450 -4.3779 -0.5804
C -1.3580 -2.9233 -4.9619 -0.1272
C -0.6793 -3.9254 -4.3264 -0.6056
Br -0.5144 -5.5988 -5.1573 0.8856
C -0.0952 -3.7004 -3.0543 -0.1652
C 0.6449 -4.6342 -2.3013 0.0308
C 1.1646 -4.2680 -1.0841 0.0121
C 0.9462 -2.9780 -0.5933 -0.0863
N 0.2630 -2.0750 -1.2795 -0.0206
C -0.2581 -2.4213 -2.4976 -0.1477
C -0.9464 -1.3918 -3.1509 -0.3633
O -0.9915 -0.2005 -2.5148 -0.2316
H -1.7967 -3.1025 -5.9334 0.1117
H 0.8017 -5.6314 -2.6913 0.1035
H 1.7406 -4.9623 -0.4899 0.1294
H 1.3229 -2.6654 0.3672 0.1041
F 6.0569 2.1515 0.7296 0.1781
C 4.8747 1.5803 0.7011 -0.1250
C 4.7693 0.1985 0.6078 -0.1318
F 5.8581 -0.5449 0.5513 0.1651
C 3.5239 -0.3930 0.5736 -0.1258
F 3.4528 -1.7214 0.5116 0.1266
C 2.3444 0.3603 0.6089 -0.2043
O 1.1514 -0.2603 0.6163 -0.2249
C 2.4868 1.7410 0.7557 -0.1407
F 1.4085 2.4935 0.9506 0.1281
C 3.7256 2.3497 0.7859 -0.1330
F 3.8098 3.6632 0.9227 0.1533
C -2.9145 3.5270 -3.9531 -0.0199
O -2.7718 3.6306 -2.5325 -0.0667
C -3.5772 2.8940 -1.7548 -0.2210
C -4.5300 1.9954 -2.2299 0.0087
C -5.3888 1.3565 -1.3506 -0.0525
C -5.3153 1.5865 0.0175 -0.0701
C -4.3625 2.4637 0.4997 -0.0277
C -3.4812 3.0950 -0.3704 -0.1566
N -2.6198 4.0886 0.1950 0.1691
C -1.4216 4.5225 -0.0915 0.0567
C -0.4140 4.0437 -0.9788 -0.1406
C 0.4272 5.0441 -1.4958 0.0090
C 1.3698 4.7601 -2.4594 -0.0380
C 1.5027 3.4445 -2.8926 -0.0197
C 0.7368 2.4264 -2.3474 -0.0154
C -0.2083 2.6972 -1.3581 -0.3183
O -0.8554 1.7449 -0.6796 -0.2299
H -2.2214 4.2509 -4.3702 0.1052
H -3.9314 3.7743 -4.2586 0.1085
H -2.6479 2.5240 -4.2891 0.0527
H -4.6224 1.8199 -3.2920 0.1114
H -6.1386 0.6834 -1.7449 0.1228
H -6.0061 1.1073 0.6966 0.1182
H -4.3023 2.6757 1.5621 0.1292
H -3.0844 4.6252 0.9181 0.1762
H -1.1747 5.4386 0.4365 0.1597
H 0.3024 6.0623 -1.1468 0.1311
H 1.9924 5.5425 -2.8684 0.1216
H 2.2296 3.2019 -3.6575 0.1253
H 0.8771 1.4116 -2.6999 0.0966